Record 1
Below is C32H45BrN2P2Pd as an isolated structure at a distorted geometry, with properties calculated with ωB97M-V/def2-TZVPD.

The energy above the lowest of the compared OMol25 structures with the same formula, charge and spin is 0.0 kcal/mol. The largest force on an atom is 0.0501 hartree/bohr. The HOMO-LUMO gap (spin up / spin down) comes out at 7.20 / 4.76 eV. The expectation value of S² is 2.023. For the lowest unoccupied orbital energy (spin up / spin down), the calculation gives -6.15 / -8.78 eV.

Geometry as ORCA input:
```
! wB97M-V def2-TZVPD RIJCOSX def2/J DEFGRID3
* xyz 2 3
H 3.379 1.712 0.866
C -1.236 -4.515 0.856
P -0.794 -2.298 -0.902
C -0.120 -0.033 6.028
C -1.433 1.375 -1.412
C -4.093 1.816 -4.030
H 4.018 -2.143 -2.100
H -2.064 0.249 8.822
H 0.326 0.243 8.127
H -1.281 -5.168 -0.026
C -0.917 -0.462 3.686
C 0.796 2.500 -1.818
C -3.013 1.149 -3.390
C 1.573 4.227 -0.286
H 1.526 0.625 1.524
H -0.775 -5.075 1.683
H 5.591 1.042 0.039
C -1.799 0.135 7.763
H -0.153 3.001 0.074
H -4.462 -1.625 -0.418
H -3.217 -1.809 0.851
C -2.485 -0.122 5.467
C -4.772 2.846 -2.063
H 0.985 -3.425 -2.061
H -5.438 3.553 -1.557
H -4.251 1.716 -5.123
C 3.718 -1.269 -2.688
C -0.291 -2.526 -3.623
H 5.061 1.116 -1.665
C -0.078 -3.253 -2.295
C 2.769 3.835 -2.356
H 1.934 2.397 -3.685
H 0.351 -2.989 -4.383
N -0.902 -0.663 2.546
H -1.338 -2.613 -3.954
C 2.682 4.496 -1.113
H 1.617 -1.592 3.019
H -3.623 2.399 -0.284
H -2.761 -1.987 -2.203
C -0.383 -3.263 0.611
C -2.758 1.482 -2.043
H 2.762 1.912 -0.737
H 5.161 2.608 -0.695
H 3.005 -2.009 1.994
P 2.889 -0.383 -0.217
C 1.784 -0.399 1.241
H 2.365 0.442 -2.424
N -4.916 2.650 -3.382
H 4.588 -0.616 -2.782
C -2.820 0.023 6.815
C 3.481 1.334 -0.159
H 3.579 4.098 -3.020
H 3.056 -0.564 3.016
C 2.552 -0.556 -2.012
H -0.577 -4.228 -2.262
H -2.892 -3.421 -1.173
H 0.925 -0.015 5.707
Pd -0.061 -0.168 -0.998
C 0.675 3.215 -0.612
C 2.407 -1.185 2.393
C -0.461 0.123 7.375
H -0.013 -1.458 -3.562
H -0.230 1.227 -3.248
H 1.606 -1.130 -2.138
H -3.162 -0.442 -0.306
H 0.843 -0.883 0.903
C -1.147 -0.208 5.080
C -0.205 1.478 -2.187
H 1.480 4.741 0.669
H -2.256 -4.267 1.171
H -1.435 1.806 -0.408
H 0.686 -3.539 0.511
H -2.326 0.522 -3.960
C 1.839 2.862 -2.708
H -3.868 0.053 7.105
H -3.263 -0.173 4.702
C 4.909 1.538 -0.663
Br 3.927 5.721 -0.556
C -3.755 2.202 -1.339
H 3.428 -1.605 -3.682
C -3.395 -1.512 -0.190
C -2.603 -2.356 -1.183
H -0.448 -2.523 1.438
*
```


Record 2
Below is C32H45CuN8O7PSi as an isolated structure at a distorted geometry, with properties calculated with ωB97M-V/def2-TZVPD.

The energy above the lowest of the compared OMol25 structures with the same formula, charge and spin is 3.1 kcal/mol. The largest force on an atom is 0.0534 hartree/bohr. The HOMO-LUMO gap (spin up / spin down) comes out at 8.27 / 8.46 eV. The expectation value of S² is 0.753. For the lowest unoccupied orbital energy (spin up / spin down), the calculation gives 0.09 / 0.04 eV.

Geometry as ORCA input:
```
! wB97M-V def2-TZVPD RIJCOSX def2/J DEFGRID3
* xyz 0 2
C 4.849 0.876 -2.890
C -0.155 -3.492 -4.363
H -1.772 -5.188 -1.905
H 2.077 -1.955 -2.418
C 3.716 2.752 -4.652
H -0.768 -4.197 -0.311
N -0.442 2.651 2.862
H 0.992 -1.359 -3.546
C -1.932 -2.675 4.834
H 5.099 0.542 -1.861
H -1.943 -1.811 -3.092
H -0.488 -2.468 6.422
H 5.193 0.103 -3.501
N -1.318 -3.831 -3.535
C 3.037 2.706 3.817
O -4.344 -2.798 3.600
H -1.233 -2.081 1.562
C 0.150 -3.961 -0.881
O -0.659 1.347 0.993
H -3.081 0.139 5.623
C -0.968 2.371 -3.301
N 3.406 1.073 -2.985
N 1.717 0.928 -1.209
H 3.511 3.089 -5.682
H -3.506 3.400 -1.446
H -0.902 -5.887 -3.306
H 6.620 1.965 -3.363
C -1.017 -5.012 -2.669
O 5.102 2.509 -4.617
O 2.325 -0.960 2.949
H -4.983 2.295 2.488
C -2.797 2.764 -0.871
H 0.973 -3.988 -0.190
C 1.144 -2.233 -2.885
N 1.141 -3.413 -3.685
H -0.641 3.844 5.110
H -0.303 1.614 -3.766
H -2.699 -2.908 5.538
H -1.414 2.965 -4.129
H -3.263 2.250 -0.013
C -4.070 2.039 3.064
C -3.579 0.882 -3.122
C 1.740 2.596 3.111
C -4.168 1.212 4.152
H 3.127 0.745 -5.028
C -2.058 -2.642 3.481
H 1.523 -5.494 -3.482
O -3.432 -2.927 1.680
C -1.034 -2.186 2.660
H 2.267 -4.504 -2.299
C -1.756 1.368 4.390
H -0.269 3.042 -2.739
H 1.351 -1.672 5.022
C 0.165 -1.797 3.206
C 0.094 2.001 1.772
H 2.141 1.710 1.045
N 0.552 2.867 3.779
C 0.395 -1.921 4.563
H 5.350 2.980 -2.622
H 3.099 3.641 4.396
H -2.826 3.311 1.854
C -2.881 2.604 2.677
H 1.096 3.930 5.431
H 0.378 4.925 4.127
H -3.236 0.553 -4.091
H 3.834 2.754 3.119
N -3.391 -2.809 2.863
C 5.555 2.166 -3.314
H -0.319 -2.539 -4.882
C 1.328 -4.623 -2.878
H -4.319 0.199 -2.691
H 3.453 3.613 -4.025
C -1.571 -2.682 -2.598
O -1.424 0.234 -1.457
N 0.285 -4.952 -1.955
C -0.649 -2.396 5.324
C -1.720 2.259 3.354
Si -2.167 1.478 -2.070
H 3.249 1.925 4.547
H -2.423 -3.004 -2.003
C 1.516 2.080 1.846
H -5.093 0.750 4.392
H 1.880 1.824 -4.242
C 1.281 -1.254 2.391
C 2.924 1.538 -4.304
C 2.538 1.037 -2.012
C -3.022 0.842 4.814
H -2.028 3.418 -0.467
P -0.143 -2.240 -1.525
H -4.277 1.718 -3.340
O 1.040 -1.216 1.114
Cu -0.177 -0.265 -0.188
C 0.342 4.005 4.643
H -0.041 -4.223 -5.091
H -0.853 1.134 4.877
*
```


Record 3
Below is C32H45FGeN3O3SeSiW as an isolated structure at a distorted geometry, with properties calculated with ωB97M-V/def2-TZVPD.

The energy above the lowest of the compared OMol25 structures with the same formula, charge and spin is 54.4 kcal/mol. The largest force on an atom is 0.1141 hartree/bohr. The HOMO-LUMO gap (spin up / spin down) comes out at 5.06 / 5.07 eV. For the lowest unoccupied orbital energy (spin up / spin down), the calculation gives -11.45 / -11.44 eV.

Geometry as ORCA input:
```
! wB97M-V def2-TZVPD RIJCOSX def2/J DEFGRID3
* xyz 3 1
H 0.418 -2.723 -4.644
H 1.715 2.721 1.687
C -1.506 -6.157 0.685
C -4.946 -0.752 -3.457
C 3.867 2.745 1.612
C 2.143 -0.751 3.658
C -0.605 0.907 -4.335
H 3.528 -1.356 0.088
H 7.089 -1.037 1.095
C -3.707 -0.365 -1.094
H -0.618 2.281 2.218
N -1.515 -0.735 -1.982
C -0.312 -4.302 -1.107
C -1.778 -4.784 0.809
C -1.191 -3.861 -0.123
H -6.780 -0.377 -2.401
C -3.567 -0.857 -3.399
H -2.230 1.799 1.677
H -1.972 -6.847 1.372
H -1.703 2.437 -1.259
C -0.750 4.898 1.871
H 5.698 -0.466 0.146
C -0.665 -6.573 -0.322
C -2.881 -0.672 -2.184
H -1.083 1.700 -3.760
N -1.549 -2.551 0.063
H 1.482 0.128 -1.866
C 3.159 -1.161 1.085
Ge -0.633 1.757 -0.372
H -1.081 -2.181 -5.328
H 2.041 -0.709 -3.287
C 2.505 3.088 1.024
H 3.960 1.676 1.791
H 2.417 4.172 0.956
C -0.878 -0.599 4.043
O 0.946 -1.162 0.215
W -0.722 -0.698 -0.168
H -1.103 -3.144 -3.869
F -2.968 -0.110 0.141
H 3.100 2.850 -1.016
H -1.936 6.595 1.226
H -2.288 4.192 0.549
O 5.351 -1.074 2.107
H -0.458 7.026 2.101
H -5.625 -0.001 -0.221
H -1.854 6.392 2.964
H 0.734 3.920 -0.789
H 1.010 2.782 -2.078
H -1.192 0.769 -5.239
C -1.374 2.447 1.446
C -5.706 -0.455 -2.333
H 4.007 3.255 2.560
H 0.146 -3.581 -1.775
H 5.913 -2.212 0.468
C 6.036 -1.205 0.874
C -1.830 3.901 1.497
H 2.392 1.396 -0.297
N -2.550 -4.225 1.744
O -0.971 -0.464 1.662
H -5.443 -0.902 -4.404
C 1.796 -1.037 1.275
C 3.483 -0.869 3.470
H 0.364 1.274 -4.665
H 1.486 -1.674 -1.953
H -1.638 -1.393 4.033
C 2.299 2.493 -0.368
C 1.285 -0.746 -2.503
C 4.040 -1.048 2.176
H 4.168 -0.815 4.301
H 1.772 -0.584 4.655
C -5.072 -0.247 -1.112
C 1.218 -0.792 2.570
H 4.665 3.063 0.948
H -1.416 0.339 4.183
H 0.612 -6.024 -1.956
C -1.274 6.310 2.042
Si -0.420 -0.733 -3.398
Se -2.679 -2.529 1.530
H -3.010 -1.093 -4.289
H -0.456 -7.624 -0.447
C 0.951 2.869 -0.989
H -0.219 -0.763 4.886
H -0.250 4.582 2.791
C -0.570 -2.349 -4.386
H -2.627 3.972 2.246
C -0.062 -5.658 -1.196
C -0.162 -0.606 2.740
H 0.024 4.897 1.093
*
```


Record 4
Below is a 8-piece molecular cluster, C32H45N3O10 overall at a distorted geometry, with properties calculated with ωB97M-V/def2-TZVPD.

The energy above the lowest of the compared OMol25 structures with the same formula, charge and spin is 20.5 kcal/mol. The largest force on an atom is 0.1031 hartree/bohr. The HOMO-LUMO gap comes out at 8.16 eV. The SMILES is c1cc[nH]c1.c1cc[nH]c1.c1cc[nH]c1.O=C1CCCO1.O=C1CCCO1.O=C1CCCO1.O=C1CCCO1.O=C1CCCO1. For the lowest unoccupied orbital energy, the calculation gives 0.18 eV.

Geometry as ORCA input:
```
! wB97M-V def2-TZVPD RIJCOSX def2/J DEFGRID3
* xyz 0 1
H -4.979 2.882 -3.404
C 0.289 -0.738 0.472
O -0.831 -4.859 1.682
H -3.796 5.526 3.078
H 1.568 -2.581 2.166
H -3.295 4.182 4.244
C 0.648 0.987 -1.256
H 3.124 -6.509 2.294
H 4.369 -5.305 -2.439
H -2.878 2.461 -2.020
C -5.228 0.665 -3.158
O -6.152 4.479 3.803
C 0.972 6.124 -0.098
H 4.263 -2.434 1.486
H 5.208 -4.923 1.558
H 2.135 -5.916 -0.960
O -1.630 0.509 1.339
C 1.444 -4.104 -1.853
C 4.693 1.331 -1.933
C -3.131 -2.576 0.223
H 4.752 -0.500 -0.768
H 4.268 -4.307 -1.004
C 3.688 -3.303 1.769
C -0.685 0.373 0.574
C 4.295 2.591 -1.631
H 1.224 -3.668 -0.879
O 2.085 -3.095 -2.620
C 3.732 -4.598 -1.907
H -2.474 0.046 -1.529
C 3.175 -5.442 2.129
H 4.369 3.531 -2.156
H 1.053 6.244 -1.179
H -4.478 -1.362 -2.691
H 0.001 -1.762 0.710
H 5.156 0.942 -2.827
C -3.010 -3.743 1.200
C 4.505 0.549 -0.831
C 2.336 -3.336 2.082
C 4.037 1.410 0.199
C -3.296 0.422 -2.119
O -5.320 2.879 2.416
H 1.560 1.546 -1.049
H 0.345 -1.106 -1.617
H -4.150 -2.402 -0.125
H 0.054 3.928 2.283
C 0.483 4.823 1.833
C 4.214 -4.605 1.836
C 2.203 5.468 0.451
O 4.102 -2.688 -3.351
H -2.170 3.231 2.476
C 0.844 -0.473 -0.883
H -2.557 -3.465 -1.761
H -3.624 -4.622 1.003
N 2.030 -4.639 2.280
O -1.110 -3.472 -0.179
N -3.501 1.735 -2.345
H -1.854 -1.904 -1.207
C -5.165 3.984 3.220
H 1.079 -4.914 2.479
C -1.547 -4.181 0.935
C -4.675 1.929 -2.997
O -0.367 1.414 -0.331
H -2.898 4.288 1.308
C 2.410 -5.253 -1.780
H 1.878 -0.819 -0.883
C -4.052 2.475 1.904
C -4.348 -0.293 -2.614
H -3.067 -3.448 2.248
H -2.851 -1.640 0.706
H 3.717 3.509 0.188
O 3.321 5.561 -0.013
C -2.190 -2.896 -0.906
H -6.186 0.461 -3.613
H 2.204 -5.923 -2.615
H -0.216 4.277 -0.086
H -4.271 2.311 0.849
H -1.112 5.558 0.581
H 0.957 7.140 0.298
C 3.364 -3.373 -2.691
H 0.935 -0.483 1.312
C -3.117 3.689 2.191
H 0.211 5.608 2.538
H 0.414 1.126 -2.312
H -3.708 1.487 2.209
C -3.777 4.460 3.306
C -0.088 5.193 0.492
H 0.430 -4.314 -2.195
H 3.846 1.228 1.246
N 3.891 2.662 -0.334
O 1.901 4.749 1.550
*
```


Record 5
Below is C32H46BrClOP4W as an isolated structure at a distorted geometry, with properties calculated with ωB97M-V/def2-TZVPD.

The largest force on an atom is 0.0610 hartree/bohr. The HOMO-LUMO gap (spin up / spin down) comes out at 5.90 / 5.43 eV. The expectation value of S² is 2.029. For the lowest unoccupied orbital energy (spin up / spin down), the calculation gives -6.83 / -7.39 eV.

Geometry as ORCA input:
```
! wB97M-V def2-TZVPD RIJCOSX def2/J DEFGRID3
* xyz 2 3
H -0.864 -4.407 -2.763
O -1.925 0.525 0.858
H -0.660 -4.657 1.394
H 2.079 -0.702 3.633
C -0.707 -3.161 -0.157
P -0.552 -1.386 -2.293
H 1.166 5.111 2.328
H -1.306 -0.853 4.939
H -0.602 3.241 -0.894
C -2.849 2.353 3.375
H 2.124 -2.540 -6.286
H -2.436 -0.841 3.543
H -1.316 2.187 6.169
C -3.897 0.695 -3.471
H 6.044 -0.174 2.679
C -2.434 -1.456 -4.495
H 1.083 2.431 3.379
H -3.720 2.202 4.029
C -1.265 -4.175 0.623
C 0.224 -4.805 -4.580
H 3.335 4.583 -1.102
C -1.989 -0.814 -3.325
C -3.621 -1.055 -5.122
Br 3.486 3.293 2.445
H -4.467 1.536 -3.069
C -2.800 -2.929 -1.353
C 0.282 3.821 -1.185
H -0.647 -0.888 1.761
P -1.505 1.321 3.955
P 1.412 3.953 0.217
C 0.476 0.347 0.420
H 4.609 -2.067 1.675
W 2.131 1.639 0.886
H 2.276 5.985 -0.734
C -2.108 -0.294 4.437
C 1.031 0.243 -0.729
H -3.090 2.060 2.345
C 5.433 0.682 2.360
H -2.548 3.409 3.402
C 2.730 5.070 -0.330
C 1.020 -2.125 -4.478
C 1.059 -4.288 -5.574
C 0.818 1.782 2.540
H -5.292 0.315 -5.085
C 3.926 -1.401 1.130
H 5.453 1.458 3.134
C -0.221 -3.983 -3.536
H 0.114 5.802 1.048
C -0.627 0.164 1.414
C -1.459 -2.549 -1.179
C 1.464 -2.947 -5.516
H 3.381 5.322 0.514
H 0.785 3.309 -2.014
H -1.868 -2.286 -4.919
P 3.727 0.127 2.077
H -2.171 -0.124 0.171
H 1.397 -4.927 -6.391
C -2.589 -4.576 0.411
H 0.329 -2.852 0.006
C -3.357 -3.947 -0.571
C -0.636 2.111 5.308
C -4.360 0.012 -4.604
H -0.311 3.120 5.020
C -0.338 1.078 2.577
H -2.335 0.856 -1.984
C -2.709 0.302 -2.848
H -0.020 4.831 -1.494
H -0.090 -5.851 -4.610
C 0.133 -2.623 -3.499
H 4.340 -1.165 0.142
H 0.244 1.518 5.596
H 1.338 -1.081 -4.431
C 0.503 4.873 1.488
H -0.333 4.269 1.862
Cl 3.746 1.728 -0.847
H 3.744 -1.166 4.113
H 5.845 1.101 1.436
H -3.961 -1.585 -6.015
H -4.393 -4.246 -0.741
H -2.953 -0.165 5.128
H -3.021 -5.378 1.013
H 3.145 0.508 4.389
C 3.117 -0.356 3.713
H 2.955 -1.893 0.999
H -3.412 -2.449 -2.118
H 1.261 -0.111 -1.736
*
```